# 1
Entry from OMol25: a molecular structure, C49H53N2OP2PtSi3 in a non-equilibrium geometry (ωB97M-V/def2-TZVPD).

Cartesian coordinates (Å):
Pt1 0.005 -0.072 0.085
C1 1.298 -0.987 -4.104
Si1 -0.329 -1.662 -3.364
C2 -0.631 -3.447 -4.002
C3 -1.754 -0.545 -3.975
N1 -0.268 -1.600 -1.640
P1 -0.043 -2.823 -0.617
C4 0.131 -1.894 0.835
P2 0.367 -1.500 2.508
N2 0.313 0.096 2.333
Si2 0.522 1.418 3.417
C5 1.836 2.542 2.605
C6 -1.184 2.268 3.569
C7 1.112 0.900 5.170
C8 -1.020 -1.911 3.595
C9 -0.997 -2.031 4.980
C10 -2.179 -1.965 5.694
C11 -3.388 -1.768 5.042
C12 -3.419 -1.669 3.658
C13 -2.243 -1.731 2.943
C14 1.978 -1.950 3.197
C15 2.994 -1.256 2.528
C16 4.302 -1.334 2.948
C17 4.619 -2.098 4.066
C18 3.624 -2.822 4.708
C19 2.314 -2.775 4.268
C20 1.463 -3.706 -1.087
C21 1.585 -4.939 -1.717
C22 2.817 -5.340 -2.199
C23 3.929 -4.522 -2.066
C24 3.811 -3.291 -1.434
C25 2.585 -2.885 -0.956
C26 -1.494 -3.902 -0.588
C27 -2.678 -3.169 -0.720
C28 -3.902 -3.798 -0.715
C29 -3.964 -5.180 -0.584
C30 -2.794 -5.909 -0.416
C31 -1.565 -5.279 -0.392
H1 1.244 -0.890 -5.185
H2 2.150 -1.617 -3.863
H3 1.488 0.002 -3.697
H4 -0.915 -3.456 -5.050
H5 -1.427 -3.927 -3.440
H6 0.259 -4.059 -3.898
H7 -1.944 -0.695 -5.034
H8 -1.488 0.498 -3.837
H9 -2.681 -0.729 -3.442
H10 1.634 2.609 1.539
H11 2.843 2.144 2.727
H12 1.821 3.554 2.996
H13 -1.672 2.246 2.600
H14 -1.100 3.305 3.877
H15 -1.836 1.753 4.269
H16 1.999 0.275 5.115
H17 0.351 0.342 5.706
H18 1.360 1.771 5.768
H19 -0.060 -2.143 5.505
H20 -2.160 -2.049 6.772
H21 -4.300 -1.680 5.614
H22 -4.359 -1.525 3.143
H23 -2.227 -1.613 1.864
H24 2.704 -0.638 1.685
H25 5.075 -0.793 2.418
H26 5.636 -2.133 4.431
H27 3.877 -3.428 5.567
H28 1.564 -3.375 4.762
H29 0.718 -5.568 -1.858
H30 2.911 -6.294 -2.698
H31 4.881 -4.837 -2.465
H32 4.672 -2.646 -1.332
H33 2.444 -1.914 -0.489
H34 -2.588 -2.095 -0.836
H35 -4.811 -3.218 -0.819
H36 -4.919 -5.686 -0.599
H37 -2.847 -6.983 -0.302
H38 -0.669 -5.855 -0.217
O1 -0.102 1.913 -0.648
Si3 -0.321 3.250 -1.424
C32 0.237 4.714 -0.337
C33 1.170 5.669 -0.720
C34 1.632 6.620 0.175
C35 1.178 6.619 1.484
C36 0.234 5.685 1.877
C37 -0.226 4.748 0.973
C38 -2.168 3.517 -1.820
C39 -2.960 2.381 -1.946
C40 -4.318 2.472 -2.191
C41 -4.925 3.714 -2.258
C42 -4.161 4.859 -2.095
C43 -2.793 4.754 -1.902
C44 0.713 3.269 -3.025
C45 1.943 2.619 -3.000
C46 2.725 2.507 -4.134
C47 2.285 3.054 -5.328
C48 1.077 3.731 -5.369
C49 0.303 3.832 -4.226
H39 1.546 5.657 -1.736
H40 2.365 7.348 -0.150
H41 1.560 7.341 2.195
H42 -0.139 5.676 2.892
H43 -0.938 4.000 1.282
H44 -2.487 1.416 -1.834
H45 -4.909 1.573 -2.320
H46 -5.990 3.791 -2.431
H47 -4.635 5.834 -2.110
H48 -2.202 5.655 -1.800
H49 2.278 2.190 -2.067
H50 3.674 1.985 -4.090
H51 2.883 2.952 -6.224
H52 0.735 4.175 -6.295
H53 -0.641 4.360 -4.267

Computed properties:
Energy relative to the best compared isomer or geometry (same formula, charge and spin) = 1.415 eV
Orbital gap = 5.84 eV
Electronic energy = -3754.4911 Eh
HOMO level = -3.41 eV
Molar mass = 1027.3 g mol⁻¹
Total charge = -1
Lowest unoccupied orbital energy = 2.42 eV

***

# 2
Entry from OMol25: a molecular structure, C49H53N7P3RuSi (ωB97M-V/def2-TZVPD).

Cartesian coordinates (Å):
Ru1 -0.667 0.413 -0.069
C1 -1.101 3.515 4.611
N1 -0.853 2.350 3.758
C2 -0.418 1.138 4.213
C3 -0.302 0.328 3.126
N2 -0.653 1.048 2.013
C4 -0.992 2.273 2.419
P1 -1.551 3.694 1.411
C5 -2.654 2.847 0.234
N3 -2.305 1.863 -0.598
C6 -3.331 1.703 -1.484
C7 -4.303 2.613 -1.195
N4 -3.869 3.322 -0.111
C8 -4.604 4.414 0.528
C9 -0.217 3.953 0.212
N5 0.159 3.125 -0.754
C10 0.914 3.866 -1.614
C11 1.000 5.150 -1.155
N6 0.283 5.196 -0.005
C12 0.085 6.396 0.807
H1 -1.256 3.164 5.627
H2 -0.244 4.186 4.584
H3 -1.994 4.034 4.273
H4 -0.244 0.952 5.258
H5 -0.009 -0.706 3.083
H6 -3.317 0.957 -2.258
H7 -5.248 2.817 -1.665
H8 -5.614 4.419 0.127
H9 -4.650 4.251 1.602
H10 -4.127 5.367 0.310
H11 1.360 3.452 -2.499
H12 1.505 6.014 -1.548
H13 0.863 7.109 0.549
H14 -0.889 6.837 0.606
H15 0.174 6.148 1.862
C13 1.634 -2.247 -1.066
N7 2.792 -1.829 -0.338
C14 2.737 -0.712 0.553
P2 1.843 0.743 -0.159
C15 2.278 0.718 -1.902
C16 1.283 0.821 -2.874
C17 1.596 0.683 -4.217
C18 2.913 0.445 -4.593
C19 3.910 0.345 -3.632
C20 3.598 0.478 -2.288
C21 2.660 2.111 0.697
C22 3.502 2.979 0.010
C23 4.220 3.939 0.710
C24 4.098 4.039 2.087
C25 3.259 3.171 2.775
C26 2.540 2.208 2.084
C27 4.034 -2.451 -0.635
C28 4.223 -3.070 -1.868
C29 5.435 -3.683 -2.153
C30 6.467 -3.672 -1.227
C31 6.274 -3.054 0.001
C32 5.061 -2.454 0.307
P3 -0.013 -1.930 -0.317
C33 -0.006 -2.755 1.293
C34 -1.150 -2.861 2.092
C35 -1.109 -3.579 3.275
C36 0.069 -4.192 3.681
C37 1.206 -4.097 2.896
C38 1.176 -3.386 1.705
C39 -1.015 -2.845 -1.501
C40 -1.428 -2.235 -2.684
C41 -2.085 -2.980 -3.648
C42 -2.327 -4.333 -3.432
C43 -1.908 -4.939 -2.258
C44 -1.247 -4.200 -1.286
H16 1.641 -3.339 -1.186
H17 1.544 -1.832 -2.082
H18 3.750 -0.356 0.753
H19 2.288 -0.935 1.534
H20 0.249 1.036 -2.593
H21 0.823 0.768 -4.968
H22 3.163 0.339 -5.639
H23 4.933 0.155 -3.927
H24 4.382 0.374 -1.548
H25 3.613 2.908 -1.064
H26 4.886 4.602 0.175
H27 4.668 4.782 2.627
H28 3.183 3.231 3.852
H29 1.914 1.519 2.637
H30 3.446 -3.064 -2.621
H31 5.570 -4.164 -3.112
H32 7.411 -4.146 -1.455
H33 7.064 -3.051 0.738
H34 4.924 -2.019 1.288
H35 -2.073 -2.393 1.794
H36 -2.000 -3.665 3.881
H37 0.097 -4.753 4.605
H38 2.120 -4.588 3.199
H39 2.070 -3.339 1.101
H40 -1.239 -1.180 -2.859
H41 -2.405 -2.512 -4.569
H42 -2.837 -4.916 -4.186
H43 -2.094 -5.992 -2.093
H44 -0.926 -4.681 -0.371
C45 -6.076 -1.256 1.165
Si1 -5.062 -2.100 -0.138
C46 -5.648 -1.768 -1.865
C47 -4.768 -3.897 0.203
C48 -3.365 -1.247 -0.049
C49 -2.272 -0.672 -0.012
H45 -7.090 -1.660 1.153
H46 -6.143 -0.184 0.983
H47 -5.674 -1.412 2.166
H48 -6.614 -2.259 -2.002
H49 -4.964 -2.173 -2.611
H50 -5.787 -0.705 -2.058
H51 -5.718 -4.401 0.384
H52 -4.140 -4.058 1.080
H53 -4.291 -4.378 -0.651

Computed properties:
Orbital gap (alpha / beta) = 6.49 / 3.90 eV
Electronic energy = -3689.8370 Eh
HOMO level (alpha / beta) = -14.31 / -14.31 eV
Molar mass = 962.1 g mol⁻¹
Multiplicity = 5
Total charge = +3
Lowest unoccupied orbital energy (alpha / beta) = -7.82 / -10.41 eV

***

# 3
Entry from OMol25: a molecular structure, C49H55ClN3O3PRu in a non-equilibrium geometry (ωB97M-V/def2-TZVPD).

Cartesian coordinates (Å):
Ru1 -0.212 0.817 0.163
C1 -1.100 -4.936 2.283
C2 -1.183 -4.566 3.733
C3 -1.740 -5.436 4.649
C4 -1.758 -5.143 6.017
C5 -1.211 -3.945 6.464
C6 -0.664 -3.054 5.568
C7 -0.644 -3.350 4.193
N1 0.059 -2.491 3.318
C8 -0.441 -1.600 2.400
N2 -1.770 -1.654 2.190
C9 -2.612 -0.868 1.387
C10 -2.181 0.282 0.719
C11 -3.143 1.032 0.050
C12 -4.471 0.650 -0.006
C13 -4.864 -0.522 0.616
C14 -3.955 -1.286 1.324
C15 -4.438 -2.536 2.009
N3 0.374 -0.805 1.769
C16 1.744 -0.937 2.048
C17 2.487 -1.929 1.403
C18 3.827 -2.096 1.697
C19 4.435 -1.291 2.647
C20 3.701 -0.303 3.285
C21 2.361 -0.106 3.004
C22 1.568 0.953 3.701
H1 -1.289 -6.000 2.154
H2 -0.110 -4.704 1.893
H3 -1.827 -4.388 1.686
H4 -2.147 -6.379 4.308
H5 -2.167 -5.859 6.715
H6 -1.207 -3.720 7.521
H7 -0.236 -2.122 5.910
H8 1.009 -2.271 3.599
H9 -2.250 -2.288 2.814
H10 -2.850 1.941 -0.461
H11 -5.199 1.254 -0.530
H12 -5.894 -0.847 0.555
H13 -5.511 -2.639 1.862
H14 -4.256 -2.509 3.085
H15 -3.958 -3.427 1.603
H16 1.997 -2.561 0.674
H17 4.391 -2.864 1.188
H18 5.478 -1.421 2.891
H19 4.182 0.333 4.015
H20 2.138 1.389 4.518
H21 0.626 0.562 4.083
H22 1.319 1.744 2.995
O1 -0.448 2.390 -1.913
C23 -1.194 2.042 -3.078
C24 -1.715 0.554 -2.824
O2 -2.489 0.089 -3.651
O3 -1.228 -0.008 -1.825
C25 -2.353 2.992 -3.263
C26 -2.551 4.012 -2.338
C27 -3.596 4.904 -2.473
C28 -4.471 4.783 -3.537
C29 -4.292 3.761 -4.456
C30 -3.241 2.869 -4.327
C31 -0.247 2.087 -4.264
C32 0.359 3.318 -4.548
C33 1.351 3.416 -5.504
C34 1.751 2.289 -6.203
C35 1.116 1.073 -5.967
C36 0.125 0.973 -5.004
H23 0.139 3.122 -2.133
H24 -1.881 4.094 -1.493
H25 -3.725 5.687 -1.737
H26 -5.295 5.476 -3.638
H27 -4.989 3.664 -5.278
H28 -3.126 2.054 -5.027
H29 0.032 4.202 -4.013
H30 1.806 4.377 -5.708
H31 2.550 2.353 -6.927
H32 1.395 0.205 -6.549
H33 -0.370 0.030 -4.828
C37 2.524 2.876 -1.616
P1 2.265 1.398 -0.497
C38 3.165 0.220 -1.595
C39 3.589 1.825 0.665
C40 4.808 1.140 0.755
C41 5.817 1.610 1.563
C42 5.637 2.756 2.337
C43 4.408 3.414 2.296
C44 3.404 2.958 1.477
H34 2.086 3.771 -1.174
H35 2.097 2.697 -2.604
H36 3.600 3.023 -1.724
H37 4.175 0.581 -1.788
H38 2.627 0.167 -2.539
H39 3.203 -0.771 -1.147
H40 4.979 0.239 0.186
H41 6.766 1.088 1.588
H42 6.439 3.126 2.959
H43 4.257 4.298 2.901
H44 2.456 3.477 1.428
C45 -0.695 -3.012 -3.456
C46 0.011 -2.989 -2.099
C47 -0.947 -3.341 -0.964
C48 0.650 -1.681 -1.865
H45 -1.107 -3.998 -3.664
H46 0.007 -2.759 -4.249
H47 -1.497 -2.280 -3.469
H48 0.799 -3.771 -2.125
H49 -1.775 -2.638 -0.952
H50 -0.429 -3.258 -0.013
H51 -1.329 -4.354 -1.071
H52 0.942 -1.093 -2.712
H53 0.650 -1.243 -0.874
Cl1 -1.445 2.315 2.955
C49 -0.681 2.682 1.394
H54 0.155 3.348 1.641
H55 -1.430 3.265 0.850

Computed properties:
Energy relative to the best compared isomer or geometry (same formula, charge and spin) = 1.893 eV
Orbital gap (alpha / beta) = 6.10 / 6.30 eV
Electronic energy = -3186.6092 Eh
HOMO level (alpha / beta) = -3.69 / -3.89 eV
Molar mass = 901.5 g mol⁻¹
Multiplicity = 2
Total charge = -1
Lowest unoccupied orbital energy (alpha / beta) = 2.41 / 2.41 eV

***

# 4
Entry from OMol25: a molecular structure, C49H55MoN3O2P2S2Sb in a non-equilibrium geometry (ωB97M-V/def2-TZVPD).

Cartesian coordinates (Å):
Mo1 -0.435 0.077 0.583
O1 0.768 1.776 3.400
S1 -0.261 0.980 4.031
O2 -1.389 1.699 4.601
N1 -0.733 -0.075 2.745
C1 -1.687 -1.091 3.077
C2 -2.499 -1.205 4.213
C3 -2.889 -2.427 4.638
C4 -2.720 -3.563 3.851
C5 -2.274 -3.454 2.536
C6 -2.261 -4.447 1.601
C7 -1.653 -4.112 0.379
C8 -0.971 -2.960 0.146
N2 -1.037 -1.926 0.990
C9 -1.624 -2.190 2.184
C10 0.344 -0.111 5.254
C11 0.943 -1.296 4.875
C12 1.352 -2.172 5.879
C13 1.495 -1.737 7.200
C14 0.890 -0.519 7.538
C15 0.216 0.238 6.596
H1 -2.703 -0.240 4.691
H2 -3.255 -2.632 5.632
H3 -2.704 -4.585 4.345
H4 -2.760 -5.396 1.783
H5 -1.772 -4.973 -0.367
H6 -0.298 -2.784 -0.709
H7 0.981 -1.610 3.825
H8 1.676 -3.164 5.522
H9 2.031 -2.409 7.878
H10 1.123 -0.085 8.540
H11 -0.323 1.156 6.852
C16 2.359 -3.712 -5.705
S2 3.910 -3.203 -4.977
C17 3.630 -1.578 -4.287
C18 2.817 -1.649 -2.948
C19 2.342 -0.163 -2.642
N3 1.405 -0.091 -1.542
P1 -0.361 -0.029 -1.908
C20 -0.528 1.444 -2.951
C21 -1.316 1.335 -4.118
C22 -1.057 2.269 -5.163
C23 -0.147 3.320 -4.938
C24 0.460 3.498 -3.707
C25 0.219 2.601 -2.679
C26 -0.994 -1.332 -3.014
C27 -2.257 -1.894 -2.626
C28 -2.939 -2.737 -3.499
C29 -2.321 -3.072 -4.700
C30 -1.054 -2.594 -5.043
C31 -0.379 -1.665 -4.260
P2 1.724 0.668 0.065
C32 2.887 -0.529 0.800
C33 4.132 -0.132 1.357
C34 4.963 -1.138 1.885
C35 4.653 -2.498 1.716
C36 3.405 -2.881 1.264
C37 2.581 -1.866 0.754
C38 2.637 2.206 0.061
C39 3.818 2.515 -0.697
C40 4.232 3.827 -0.770
C41 3.807 4.767 0.221
C42 2.673 4.417 1.029
C43 2.094 3.177 0.941
H12 1.579 -2.935 -5.673
H13 2.064 -4.665 -5.125
H14 2.558 -3.990 -6.752
H15 3.186 -0.872 -5.032
H16 4.635 -1.181 -4.007
H17 3.467 -1.978 -2.134
H18 2.012 -2.381 -2.971
H19 1.864 0.243 -3.497
H20 3.204 0.443 -2.346
H21 -1.975 0.451 -4.304
H22 -1.691 2.148 -6.030
H23 -0.005 4.088 -5.710
H24 1.187 4.252 -3.478
H25 0.599 2.691 -1.595
H26 -2.590 -1.657 -1.590
H27 -3.920 -3.145 -3.204
H28 -2.865 -3.774 -5.268
H29 -0.642 -2.865 -6.034
H30 0.555 -1.197 -4.586
H31 4.402 0.879 1.435
H32 5.800 -0.783 2.456
H33 5.369 -3.231 2.062
H34 3.068 -3.872 1.361
H35 1.575 -2.099 0.393
H36 4.308 1.710 -1.235
H37 5.012 4.015 -1.582
H38 4.372 5.719 0.369
H39 2.313 5.219 1.751
H40 1.155 2.953 1.431
C44 -1.219 4.893 0.424
C45 -2.156 3.942 -0.323
Sb1 -2.359 1.908 0.397
C46 -4.225 1.343 -0.518
C47 -4.050 1.171 -1.980
C48 -3.592 2.670 2.129
C49 -4.676 1.655 2.641
H41 -0.928 4.573 1.436
H42 -1.766 5.843 0.514
H43 -0.279 5.052 -0.129
H44 -2.016 3.877 -1.417
H45 -3.170 4.331 -0.211
H46 -4.995 2.091 -0.256
H47 -4.477 0.361 -0.039
H48 -3.533 0.229 -2.284
H49 -3.482 2.027 -2.407
H50 -5.056 1.179 -2.462
H51 -3.926 3.701 1.864
H52 -2.824 2.711 2.934
H53 -5.594 1.667 2.065
H54 -4.970 1.928 3.658
H55 -4.273 0.624 2.631

Computed properties:
Energy relative to the best compared isomer or geometry (same formula, charge and spin) = 0.007 eV
Orbital gap (alpha / beta) = 3.13 / 3.89 eV
Electronic energy = -4001.3545 Eh
HOMO level (alpha / beta) = -14.06 / -14.06 eV
Molar mass = 1061.8 g mol⁻¹
Multiplicity = 3
Total charge = +3
Lowest unoccupied orbital energy (alpha / beta) = -10.93 / -10.17 eV